Record 1
# C5H11IMgP

A molecular structure, C5H11IMgP in a non-equilibrium geometry (ωB97M-V/def2-TZVPD, the OMol25 dataset).

Structure (ORCA input):
```
! RIJCOSX wB97M-V def2-TZVPD def2/J DEFGRID3
* xyz 1 1
C -2.335 -2.500 -0.205
C -1.317 -1.745 -0.863
P 0.110 -0.557 -1.454
C 0.694 -0.414 0.366
C 0.990 1.120 0.867
C -0.324 2.099 0.920
I -0.327 3.590 -0.725
H -3.175 -2.804 0.587
H -0.812 0.547 -1.348
H 1.130 0.394 -1.833
H 1.001 -1.674 -1.688
H -0.356 -0.727 -2.828
H 1.680 -1.076 0.473
H -0.149 -0.892 1.043
H 1.436 1.058 1.964
H 1.790 1.612 0.160
H -1.358 1.523 0.918
H -0.230 2.734 1.921
Mg 1.551 -2.287 1.724
*
```

The value obtained for the frontier orbital gap is 4.19 eV.

Record 2
# C5H11IN2O2

2 unconnected molecules or ions with the total composition C5H11IN2O2 in a non-equilibrium geometry (ωB97M-V/def2-TZVPD, the OMol25 dataset).

Structure (ORCA input):
```
! RIJCOSX wB97M-V def2-TZVPD def2/J DEFGRID3
* xyz 0 1
C 1.284 -1.818 1.062
C -1.182 1.276 1.106
C -0.571 2.249 -1.126
C -0.753 0.963 -0.334
C 0.472 0.089 -0.287
N 0.913 -3.108 1.274
N 0.326 -1.099 0.351
O 2.273 -1.318 1.535
O -0.007 -0.901 -2.279
I 2.355 0.923 -0.456
H -0.387 1.788 1.641
H -2.055 1.920 1.083
H -1.435 0.372 1.653
H -1.533 2.742 -1.241
H 0.108 2.930 -0.617
H -0.181 2.030 -2.116
H -1.535 0.370 -0.819
H 0.244 -3.559 0.675
H 1.578 -3.697 1.747
H -0.518 -1.591 0.082
H 0.603 -0.560 -2.934
*
```

The value obtained for the frontier orbital gap (spin up / spin down) is 8.36 / 8.35 eV. The energy above the lowest of the compared OMol25 structures with the same formula, charge and spin comes out at 37.5 kcal per mole.

Record 3
# C5H11INO

2 unconnected molecules or ions with the total composition C5H11INO in a non-equilibrium geometry (ωB97M-V/def2-TZVPD, the OMol25 dataset).

Structure (ORCA input):
```
! RIJCOSX wB97M-V def2-TZVPD def2/J DEFGRID3
* xyz 1 1
C 0.392 -1.438 1.109
C -0.625 -0.233 1.009
C 1.519 -1.494 0.025
C 0.418 0.338 -1.305
C -1.188 1.843 -0.156
N -0.788 0.405 -0.320
O 0.947 -0.894 -1.230
I 0.028 0.914 -3.181
H 0.908 -1.497 2.094
H -0.046 -2.497 0.993
H -1.521 -0.747 1.238
H -0.315 0.492 1.712
H 2.468 -0.892 0.212
H 1.839 -2.521 -0.359
H 1.577 1.782 -0.718
H -2.167 2.025 0.319
H -0.528 2.312 0.493
H -1.389 2.192 -1.206
H -1.529 -0.090 -0.728
*
```

The value obtained for the frontier orbital gap (spin up / spin down) is 8.91 / 8.91 eV. The energy above the lowest of the compared OMol25 structures with the same formula, charge and spin comes out at 104.6 kcal per mole.

Record 4
# C5H11IO5Si2

A molecular structure, C5H11IO5Si2 (ωB97M-V/def2-TZVPD, the OMol25 dataset).

Structure (ORCA input):
```
! RIJCOSX wB97M-V def2-TZVPD def2/J DEFGRID3
* xyz 0 1
O -0.241 -1.635 2.727
C -0.314 -0.554 2.245
I 0.191 -0.320 0.145
C -0.699 0.709 2.931
Si -2.302 1.529 2.323
O -3.528 1.120 3.337
Si -4.597 -0.093 2.941
H -0.753 0.516 4.008
H 0.097 1.442 2.737
H -2.593 1.061 0.956
H -2.104 2.990 2.319
H -5.245 0.227 1.655
H -3.832 -1.351 2.817
H -5.615 -0.181 4.000
C 3.960 -0.017 -3.752
C 3.584 -1.303 -3.035
O 2.173 -1.146 -2.862
C 1.712 -0.281 -3.797
O 0.566 -0.067 -4.014
O 2.748 0.307 -4.442
H 4.771 -0.132 -4.466
H 4.194 0.792 -3.059
H 3.765 -2.189 -3.646
H 4.062 -1.424 -2.068
*
```

The value obtained for the frontier orbital gap is 10.02 eV.